(1)
{
  "formula": "H14O7",
  "method": "ωB97M-V with the def2-TZVPD basis set",
  "symbols": ["H", "H", "H", "H", "H", "H", "H", "H", "H", "H", "H", "H", "H", "H", "O", "O", "O", "O", "O", "O", "O"],
  "positions_angstrom": [[-0.42, -0.23, -0.35], [0.62, -0.17, 0.79], [-4.49, -0.93, 0.21], [-3.44, 0.25, 0.31], [-1.43, 0.92, 1.08], [-2.43, 2.15, 0.93], [1.27, 1.08, -0.65], [2.33, 2.26, -0.46], [-1.48, -0.96, -2.27], [-2.44, -1.08, -1.07], [4.61, -0.10, 0.09], [3.30, 0.31, -0.71], [2.53, -1.01, 0.89], [1.59, -2.19, 1.26], [0.05, 0.38, 0.24], [-3.84, -0.42, -0.31], [-2.40, 1.23, 1.17], [2.09, 1.49, -1.07], [-1.49, -1.24, -1.33], [3.72, -0.44, -0.24], [1.76, -1.28, 1.48]],
  "e_above_lowest_ev": 0.356,
  "e_homo_ev": -11.29,
  "lumo_energy_ha": 0.0243,
  "orbital_gap_ev": 11.95,
  "total_charge": 0
}

=====

(2)
{
  "formula": "H14O7",
  "method": "ωB97M-V with the def2-TZVPD basis set",
  "symbols": ["H", "H", "H", "H", "H", "H", "H", "H", "H", "H", "H", "H", "H", "H", "O", "O", "O", "O", "O", "O", "O"],
  "positions_angstrom": [[1.16, 0.41, -1.48], [-0.19, 1.02, -1.14], [-3.06, 0.51, 2.52], [-3.88, 0.45, 1.24], [2.48, -2.28, 2.60], [2.44, -0.76, 2.49], [-1.95, -3.45, -1.97], [-2.89, -3.54, -0.78], [1.22, -2.56, -1.88], [-0.02, -2.52, -0.99], [-4.34, 3.85, 0.08], [-2.84, 4.10, 0.05], [5.20, 3.09, -1.23], [4.45, 1.79, -0.99], [0.49, 0.44, -0.78], [-3.07, 0.12, 1.64], [3.04, -1.52, 2.41], [-2.08, -3.13, -1.07], [0.81, -2.06, -1.16], [-3.51, 3.46, -0.22], [4.58, 2.67, -0.62]],
  "e_above_lowest_ev": 2.507,
  "e_homo_ev": -10.07,
  "lumo_energy_ha": 0.0220,
  "orbital_gap_ev": 10.67,
  "total_charge": 0
}